ORCA calculation (wB97M-V/def2-TZVPD) on a cluster of 2 separate species, C2H5O2S2 in total.

The value obtained for the total energy is -1026.113586 a.u. For the energy above the lowest of the compared OMol25 structures with the same formula, charge and spin, the calculation gives 0.6583 eV. The net charge is -1.

Positions of all 11 atoms, in Å:
O -1.05 -0.08 1.75
C -0.12 -0.87 1.99
O 0.74 -1.33 1.21
H -0.02 -1.19 3.07
C -0.42 -0.34 -1.47
S -0.03 1.37 -1.97
S 1.52 1.80 -0.68
H 0.11 -1.04 -2.10
H -1.49 -0.51 -1.53
H -0.07 -0.38 -0.44
H 0.83 2.56 0.18

How positive or negative is each atom? The natural (NBO) charges in e answer that: atom 1 (O): -0.790, atom 2 (C): 0.629, atom 3 (O): -0.790, atom 4 (H): -0.012, atom 5 (C): -0.757, atom 6 (S): 0.025, atom 7 (S): -0.145, atom 8 (H): 0.193, atom 9 (H): 0.212, atom 10 (H): 0.311, atom 11 (H): 0.126

ORCA calculation (wB97M-V/def2-TZVPD) on a structure of composition C5H11ClFINO7PSi2 in a non-equilibrium geometry.

The value obtained for the total energy is -2556.749247 a.u.

Positions of all 30 atoms, in Å:
O 4.09 -1.77 -2.14
C 3.95 -1.12 -0.98
F 3.69 0.36 -1.07
N 4.00 -1.73 0.41
C 2.58 -1.94 0.98
O 2.55 -2.27 2.30
Si 0.96 -1.73 -0.09
Cl 0.68 -3.53 -1.23
O -0.49 -1.45 0.87
Si -1.53 -0.21 0.10
O -1.26 -0.13 -1.67
C -1.23 1.55 0.90
C 0.30 2.10 0.73
C 0.66 2.75 -0.73
I -0.82 4.16 -1.52
P -3.66 -0.84 0.31
O -4.58 0.39 -0.14
O -3.86 -2.15 -0.88
O -4.06 -1.44 1.90
H 4.51 -1.05 1.02
H 1.22 -0.55 -0.95
H -1.05 0.84 -1.82
H -1.40 1.38 2.07
H -2.07 2.29 0.56
H 1.09 1.27 1.02
H 0.44 2.97 1.54
H 0.84 1.89 -1.50
H 1.69 3.35 -0.65
H -4.00 -1.71 -1.79
H -3.24 -1.69 2.43

How positive or negative is each atom? The natural (NBO) charges in e answer that: atom 1 (O): -0.473, atom 2 (C): 0.922, atom 3 (F): -0.376, atom 4 (N): -0.673, atom 5 (C): 0.262, atom 6 (O): -0.511, atom 7 (Si): 1.510, atom 8 (Cl): -0.341, atom 9 (O): -1.213, atom 10 (Si): 1.710, atom 11 (O): -1.063, atom 12 (C): -0.947, atom 13 (C): -0.437, atom 14 (C): -0.571, atom 15 (I): 0.103, atom 16 (P): 1.780, atom 17 (O): -1.029, atom 18 (O): -0.972, atom 19 (O): -0.949, atom 20 (H): 0.426, atom 21 (H): -0.171, atom 22 (H): 0.500, atom 23 (H): 0.264, atom 24 (H): 0.293, atom 25 (H): 0.219, atom 26 (H): 0.233, atom 27 (H): 0.221, atom 28 (H): 0.253, atom 29 (H): 0.519, atom 30 (H): 0.510

ORCA calculation (wB97M-V/def2-TZVPD) on a structure of composition H24NO14S in a non-equilibrium geometry.

The value obtained for the total energy is -1520.714204 a.u. For the energy above the lowest of the compared OMol25 structures with the same formula, charge and spin, the calculation gives 3.1604 eV. The net charge is -1.

Positions of all 40 atoms, in Å:
N 0.34 -0.46 -0.89
H -0.59 -0.11 -0.82
H 0.85 -0.02 -1.52
H 0.32 -1.41 -0.76
H 0.78 -0.04 -0.08
S -1.61 -0.07 2.93
O -0.18 -0.17 2.76
O -2.26 -1.42 2.84
O -1.89 0.59 4.22
O -2.29 0.75 1.94
O -3.73 0.26 -0.06
H -4.05 -0.63 -0.14
H -2.86 0.43 0.47
O 3.35 -0.92 -1.85
H 3.88 -0.14 -1.59
H 3.36 -0.70 -2.86
O 1.35 1.08 1.55
H 0.83 0.53 2.14
H 1.60 1.79 2.23
O 3.81 1.73 0.29
H 3.03 1.56 0.77
H 4.03 2.69 0.61
O -1.94 0.71 -2.15
H -2.68 0.26 -1.69
H -1.86 1.52 -1.79
O 1.23 1.90 -2.34
H 1.43 2.60 -1.69
H 2.09 1.65 -2.79
O 1.28 -1.85 1.73
H 0.81 -1.17 2.28
H 0.68 -2.66 1.72
O -0.15 -2.06 -3.41
H -0.95 -2.46 -3.40
H -0.09 -1.33 -4.01
O -1.08 2.18 0.67
H -0.23 1.84 0.82
H -1.68 1.48 1.07
O -1.46 -2.50 0.66
H -1.47 -3.42 0.70
H -2.00 -2.06 1.44

How positive or negative is each atom? The natural (NBO) charges in e answer that: atom 1 (N): -0.831, atom 2 (H): 0.452, atom 3 (H): 0.428, atom 4 (H): 0.450, atom 5 (H): 0.450, atom 6 (S): 2.648, atom 7 (O): -1.079, atom 8 (O): -1.059, atom 9 (O): -1.038, atom 10 (O): -1.039, atom 11 (O): -1.020, atom 12 (H): 0.474, atom 13 (H): 0.513, atom 14 (O): -0.926, atom 15 (H): 0.480, atom 16 (H): 0.449, atom 17 (O): -1.026, atom 18 (H): 0.496, atom 19 (H): 0.475, atom 20 (O): -0.967, atom 21 (H): 0.496, atom 22 (H): 0.459, atom 23 (O): -0.990, atom 24 (H): 0.501, atom 25 (H): 0.477, atom 26 (O): -0.956, atom 27 (H): 0.494, atom 28 (H): 0.469, atom 29 (O): -1.024, atom 30 (H): 0.491, atom 31 (H): 0.473, atom 32 (O): -0.948, atom 33 (H): 0.472, atom 34 (H): 0.478, atom 35 (O): -1.050, atom 36 (H): 0.453, atom 37 (H): 0.460, atom 38 (O): -1.056, atom 39 (H): 0.453, atom 40 (H): 0.519

ORCA calculation (wB97M-V/def2-TZVPD) on a cluster of 2 separate species, C5H15N2OS in total.

The value obtained for the total energy is -782.486161 a.u. For the energy above the lowest of the compared OMol25 structures with the same formula, charge and spin, the calculation gives 0.0000 eV. The net charge is -1.

Positions of all 24 atoms, in Å:
C 0.22 -2.20 -0.79
C -1.29 -1.99 -0.98
S -2.27 -1.67 0.55
C 0.87 -1.32 0.26
N 0.54 0.10 0.04
C 0.63 0.88 1.27
C -0.09 2.22 1.13
N -1.54 2.14 1.03
H 0.42 -3.25 -0.54
H 0.72 -2.03 -1.76
H -1.71 -2.88 -1.46
H -1.46 -1.17 -1.68
H 0.54 -1.63 1.25
H 1.96 -1.43 0.20
H -0.42 0.12 -0.27
H 0.17 0.34 2.10
H 1.70 1.06 1.48
H 0.29 2.74 0.25
H 0.16 2.84 2.00
H -1.91 1.59 1.80
H -1.81 1.61 0.21
H 1.56 0.80 -1.46
H 0.96 1.83 -2.39
O 1.77 1.33 -2.26

How positive or negative is each atom? The natural (NBO) charges in e answer that: atom 1 (C): -0.419, atom 2 (C): -0.531, atom 3 (S): -0.738, atom 4 (C): -0.218, atom 5 (N): -0.685, atom 6 (C): -0.228, atom 7 (C): -0.220, atom 8 (N): -0.841, atom 9 (H): 0.195, atom 10 (H): 0.185, atom 11 (H): 0.192, atom 12 (H): 0.167, atom 13 (H): 0.196, atom 14 (H): 0.167, atom 15 (H): 0.385, atom 16 (H): 0.178, atom 17 (H): 0.173, atom 18 (H): 0.179, atom 19 (H): 0.175, atom 20 (H): 0.361, atom 21 (H): 0.363, atom 22 (H): 0.500, atom 23 (H): 0.454, atom 24 (O): -0.990

ORCA calculation (wB97M-V/def2-TZVPD) on a structure of composition C31H33IIrN8O5PS2 in a non-equilibrium geometry.

As for the expectation value of S²: 8.766. The value obtained for the total energy is -3554.936117 a.u. Its spin multiplicity is 6. For the energy above the lowest of the compared OMol25 structures with the same formula, charge and spin, the calculation gives 0.6235 eV. The net charge is +1.

Positions of all 82 atoms, in Å:
Ir -0.24 1.56 0.63
O -4.45 0.98 0.52
C -3.31 1.38 0.38
N -2.31 1.24 1.27
C -2.60 0.52 2.48
C -1.35 0.07 3.17
C -1.40 -0.73 4.31
C -0.23 -1.15 4.90
C 0.99 -0.76 4.34
C 0.96 0.06 3.23
N -0.18 0.46 2.66
C -2.88 2.12 -0.86
C -3.77 2.31 -1.90
C -3.33 2.96 -3.04
C -2.03 3.43 -3.09
C -1.22 3.24 -1.98
N -1.64 2.59 -0.90
H -3.25 -0.34 2.26
H -3.17 1.16 3.17
H -2.36 -1.02 4.71
H -0.25 -1.77 5.79
H 1.93 -1.07 4.76
H 1.88 0.41 2.78
H -4.77 1.92 -1.79
H -3.99 3.09 -3.89
H -1.65 3.95 -3.96
H -0.20 3.63 -1.95
N -1.00 5.04 3.43
C -1.52 4.27 2.47
N -0.55 3.59 1.90
C 0.57 3.99 2.56
N 0.33 4.88 3.50
C 1.88 3.47 2.18
C 3.07 3.91 2.75
N 4.24 3.45 2.34
C 4.24 2.57 1.34
C 3.05 2.12 0.77
N 1.88 2.56 1.21
H -1.45 5.69 4.05
H -2.57 4.23 2.21
H 3.07 4.64 3.55
H 5.20 2.21 1.00
H 3.04 1.40 -0.05
I 4.37 1.24 -7.35
C 3.21 0.93 -5.63
C 2.34 1.93 -5.20
C 1.58 1.72 -4.07
C 1.67 0.52 -3.37
C 2.54 -0.47 -3.80
C 3.32 -0.26 -4.93
C 0.82 0.33 -2.14
O 0.03 -0.64 -2.19
O 0.98 1.18 -1.22
H 2.27 2.86 -5.75
H 0.90 2.49 -3.72
H 2.62 -1.39 -3.23
H 4.00 -1.03 -5.27
C -0.20 -5.31 1.93
C -0.59 -3.88 2.22
C -2.01 -3.57 1.77
O 0.38 -2.96 1.65
P 0.55 -2.40 0.18
S 2.40 -1.73 0.13
S -0.99 -1.02 -0.14
O 0.21 -3.64 -0.72
C -0.20 -3.67 -2.12
C 1.03 -3.77 -3.00
C -1.12 -4.87 -2.25
H -0.86 -5.98 2.48
H 0.83 -5.50 2.26
H -0.28 -5.53 0.87
H -0.50 -3.68 3.29
H -2.15 -3.82 0.71
H -2.24 -2.51 1.91
H -2.72 -4.16 2.35
H -0.74 -2.75 -2.34
H 1.63 -4.64 -2.72
H 1.63 -2.87 -2.92
H 0.71 -3.89 -4.04
H -0.58 -5.79 -2.01
H -1.49 -4.95 -3.27
H -1.97 -4.78 -1.58

How positive or negative is each atom? The Löwdin charges in e answer that: atom 1 (Ir): 1.465, atom 2 (O): 0.071, atom 3 (C): -0.540, atom 4 (N): -0.159, atom 5 (C): -0.178, atom 6 (C): -0.274, atom 7 (C): -0.005, atom 8 (C): -0.035, atom 9 (C): -0.028, atom 10 (C): -0.124, atom 11 (N): -0.015, atom 12 (C): -0.194, atom 13 (C): 0.029, atom 14 (C): -0.017, atom 15 (C): -0.029, atom 16 (C): -0.123, atom 17 (N): -0.002, atom 18 (H): 0.126, atom 19 (H): 0.140, atom 20 (H): 0.130, atom 21 (H): 0.121, atom 22 (H): 0.120, atom 23 (H): 0.096, atom 24 (H): 0.129, atom 25 (H): 0.121, atom 26 (H): 0.116, atom 27 (H): 0.115, atom 28 (N): 0.052, atom 29 (C): -0.112, atom 30 (N): 0.035, atom 31 (C): -0.311, atom 32 (N): 0.148, atom 33 (C): -0.197, atom 34 (C): -0.043, atom 35 (N): 0.113, atom 36 (C): -0.071, atom 37 (C): -0.088, atom 38 (N): 0.024, atom 39 (H): 0.170, atom 40 (H): 0.143, atom 41 (H): 0.126, atom 42 (H): 0.122, atom 43 (H): 0.091, atom 44 (I): 0.874, atom 45 (C): -0.717, atom 46 (C): -0.140, atom 47 (C): -0.016, atom 48 (C): -0.127, atom 49 (C): -0.011, atom 50 (C): -0.128, atom 51 (C): -0.611, atom 52 (O): -0.123, atom 53 (O): -0.188, atom 54 (H): 0.096, atom 55 (H): 0.096, atom 56 (H): 0.089, atom 57 (H): 0.100, atom 58 (C): -0.031, atom 59 (C): -0.423, atom 60 (C): -0.057, atom 61 (O): -0.319, atom 62 (P): -0.001, atom 63 (S): 0.309, atom 64 (S): 0.683, atom 65 (O): -0.293, atom 66 (C): -0.448, atom 67 (C): -0.027, atom 68 (C): -0.031, atom 69 (H): 0.091, atom 70 (H): 0.092, atom 71 (H): 0.073, atom 72 (H): 0.131, atom 73 (H): 0.070, atom 74 (H): 0.039, atom 75 (H): 0.096, atom 76 (H): 0.103, atom 77 (H): 0.098, atom 78 (H): 0.033, atom 79 (H): 0.098, atom 80 (H): 0.091, atom 81 (H): 0.090, atom 82 (H): 0.077

ORCA calculation (wB97M-V/def2-TZVPD) on a cluster of 3 separate species, C15H32NO6 in total in a non-equilibrium geometry.

The value obtained for the total energy is -1096.854432 a.u. For the energy above the lowest of the compared OMol25 structures with the same formula, charge and spin, the calculation gives 0.0000 eV. The net charge is -1.

Positions of all 54 atoms, in Å:
O -0.17 3.58 -3.00
C -0.53 3.28 -4.20
O -0.32 1.99 -4.70
O -1.15 4.22 -5.11
C -2.08 5.04 -4.41
O -2.09 6.28 -4.71
N -2.98 4.62 -3.32
C -4.04 3.67 -3.77
O -3.97 3.25 -5.15
O -3.32 2.05 -5.24
H -2.48 4.30 -2.48
H -4.01 2.77 -3.03
H -5.06 4.20 -3.59
H -3.78 1.38 -4.69
C 2.08 -3.28 -1.53
C 1.52 -2.18 -0.64
C 0.65 -1.17 -1.40
C 1.38 -0.38 -2.49
C 2.59 0.42 -2.01
C 2.23 1.50 -1.00
H 2.74 -2.88 -2.30
H 2.66 -3.99 -0.93
H 1.28 -3.83 -2.02
H 2.34 -1.67 -0.12
H 0.90 -2.65 0.14
H 0.21 -0.48 -0.68
H -0.19 -1.71 -1.87
H 0.67 0.31 -2.96
H 1.70 -1.06 -3.28
H 3.06 0.90 -2.88
H 3.35 -0.25 -1.59
H 1.51 2.20 -1.42
H 3.13 2.06 -0.71
H 1.81 1.07 -0.09
C -1.98 -2.76 5.26
C -0.74 -3.08 4.45
C 0.54 -2.48 5.04
C 0.57 -0.95 5.10
C 0.39 -0.25 3.76
C 1.49 -0.56 2.75
H -2.17 -1.68 5.30
H -2.86 -3.23 4.82
H -1.88 -3.12 6.29
H -0.88 -2.76 3.42
H -0.62 -4.17 4.41
H 1.40 -2.85 4.46
H 0.68 -2.87 6.06
H 1.53 -0.65 5.53
H -0.19 -0.60 5.79
H 0.38 0.84 3.93
H -0.59 -0.49 3.32
H 2.47 -0.28 3.15
H 1.32 -0.01 1.83
H 1.51 -1.63 2.50

How positive or negative is each atom? The natural (NBO) charges in e answer that: atom 1 (O): -0.765, atom 2 (C): 0.927, atom 3 (O): -0.801, atom 4 (O): -0.531, atom 5 (C): 0.909, atom 6 (O): -0.576, atom 7 (N): -0.738, atom 8 (C): 0.073, atom 9 (O): -0.275, atom 10 (O): -0.402, atom 11 (H): 0.418, atom 12 (H): 0.162, atom 13 (H): 0.171, atom 14 (H): 0.434, atom 15 (C): -0.608, atom 16 (C): -0.397, atom 17 (C): -0.394, atom 18 (C): -0.419, atom 19 (C): -0.395, atom 20 (C): -0.612, atom 21 (H): 0.206, atom 22 (H): 0.196, atom 23 (H): 0.197, atom 24 (H): 0.194, atom 25 (H): 0.187, atom 26 (H): 0.198, atom 27 (H): 0.195, atom 28 (H): 0.266, atom 29 (H): 0.187, atom 30 (H): 0.210, atom 31 (H): 0.170, atom 32 (H): 0.250, atom 33 (H): 0.192, atom 34 (H): 0.177, atom 35 (C): -0.609, atom 36 (C): -0.399, atom 37 (C): -0.396, atom 38 (C): -0.396, atom 39 (C): -0.399, atom 40 (C): -0.612, atom 41 (H): 0.202, atom 42 (H): 0.207, atom 43 (H): 0.196, atom 44 (H): 0.200, atom 45 (H): 0.198, atom 46 (H): 0.202, atom 47 (H): 0.194, atom 48 (H): 0.198, atom 49 (H): 0.195, atom 50 (H): 0.203, atom 51 (H): 0.194, atom 52 (H): 0.198, atom 53 (H): 0.221, atom 54 (H): 0.200